No. 1
DFT (ωB97M-V/def2-TZVPD) results for C23H42MgO4SbTe as an isolated structure at a distorted geometry.

Last column: Löwdin charge in e.
Cartesian coordinates (Å):
Mg1 -15.14660 -2.53397 -6.48379  0.47
C1 -12.39390 -1.38755 -7.02692  -0.14
C2 -12.24708 -1.92660 -5.64651  -0.14
O1 -13.53305 -2.18358 -5.01518  -0.21
C3 -13.42554 -3.25064 -4.01570  -0.14
C4 -14.72327 -3.97077 -3.83413  -0.11
O2 -15.37791 -4.30320 -5.11655  -0.22
C5 -14.67390 -5.33776 -5.83122  -0.16
C6 -15.13639 -5.43015 -7.26416  -0.17
O3 -15.19173 -4.15764 -7.90783  -0.25
C7 -14.24814 -3.94204 -8.99950  -0.12
C8 -13.01805 -3.31944 -8.46460  -0.14
O4 -13.42848 -2.10048 -7.78135  -0.26
H1 -11.44255 -1.44772 -7.58742  0.15
H2 -12.72009 -0.33484 -7.02488  0.11
H3 -11.71715 -1.17365 -5.03489  0.16
H4 -11.67728 -2.86540 -5.64438  0.13
H5 -13.12801 -2.79482 -3.05704  0.16
H6 -12.63852 -3.95284 -4.31529  0.12
H7 -15.44677 -3.34921 -3.30213  0.14
H8 -14.57529 -4.93119 -3.28528  0.16
H9 -14.84786 -6.32023 -5.35836  0.16
H10 -13.60024 -5.13641 -5.81120  0.12
H11 -16.13550 -5.87939 -7.33749  0.11
H12 -14.43026 -6.13548 -7.76007  0.15
H13 -14.72721 -3.26667 -9.71184  0.16
H14 -14.00777 -4.89498 -9.46948  0.14
H15 -12.32671 -3.08638 -9.29425  0.16
H16 -12.52171 -4.02127 -7.76486  0.14
C9 -19.50295 3.40088 -2.90556  -0.05
C10 -18.73986 2.56103 -3.90682  -0.27
C11 -19.02074 2.62800 -5.25888  -0.03
C12 -18.31239 1.88802 -6.20508  -0.32
C13 -18.70197 1.98284 -7.66161  -0.10
C14 -17.22997 1.09184 -5.75715  -0.48
Te1 -15.86161 0.22581 -7.20578  0.87
C15 -16.97355 0.94443 -4.38078  -0.32
C16 -15.83611 0.05735 -3.90155  -0.12
C17 -17.72268 1.70070 -3.47291  -0.02
H17 -20.44644 3.72195 -3.35548  0.07
H18 -18.93578 4.29671 -2.56455  0.09
H19 -19.71198 2.80401 -2.00070  0.08
H20 -19.82770 3.27835 -5.59759  0.12
H21 -18.58767 3.02786 -8.05937  0.10
H22 -19.75596 1.64938 -7.75994  0.09
H23 -18.07346 1.34455 -8.28513  -0.03
H24 -15.98157 -0.98246 -4.26039  0.03
H25 -15.80450 0.07839 -2.78629  0.09
H26 -14.87187 0.40179 -4.29885  0.06
H27 -17.52944 1.58549 -2.39986  0.12
C18 -20.68409 -3.78243 -4.76368  -0.21
C19 -19.25562 -4.26572 -4.91925  -0.43
Sb1 -18.51114 -3.76273 -6.94178  1.43
C20 -19.71633 -1.99819 -7.52569  -0.42
C21 -21.09001 -2.37087 -8.10289  -0.19
C22 -19.35249 -5.37604 -8.21554  -0.42
C23 -20.61610 -5.99900 -7.59666  -0.20
H28 -21.04653 -3.95446 -3.73989  0.07
H29 -21.38860 -4.31390 -5.42376  0.05
H30 -20.78187 -2.69863 -4.95225  0.06
H31 -19.14464 -5.37108 -4.84003  0.05
H32 -18.52349 -3.78902 -4.25154  0.03
H33 -19.03022 -1.53720 -8.25973  0.03
H34 -19.74612 -1.39347 -6.60941  0.04
H35 -20.95767 -3.03020 -8.98635  0.06
H36 -21.61936 -1.46227 -8.43667  0.07
H37 -21.72313 -2.90064 -7.36940  0.05
H38 -18.51932 -6.10190 -8.34480  0.03
H39 -19.52272 -4.90098 -9.20325  0.04
H40 -20.39821 -6.42327 -6.60004  0.06
H41 -20.96210 -6.83567 -8.21312  0.07
H42 -21.45445 -5.27216 -7.52954  0.06

Output
Orbital gap (hartree): 0.2354
Multiplicity: 1
Max |F| (eV Å⁻¹): 1.62
Lowest unoccupied orbital energy (eV): -2.619
Net charge: +1



No. 2
DFT (ωB97M-V/def2-TZVPD) results for a 6-piece molecular cluster, C24H33N3O6 overall at a distorted geometry.

Last column: Löwdin charge in e.
Cartesian coordinates (Å):
O1 -3.65040 1.47010 -4.82737  0.10
C1 -3.53165 2.46405 -4.13161  -0.44
O2 -2.31650 3.01520 -3.83329  0.01
C2 -2.54314 4.24969 -3.18375  -0.16
C3 -3.98475 4.21004 -2.64672  -0.18
C4 -4.67463 3.12947 -3.38269  -0.09
H1 -2.34301 5.05592 -3.88948  0.13
H2 -1.95500 4.39448 -2.27753  0.12
H3 -4.48596 5.16254 -2.81887  0.11
H4 -4.00623 4.10957 -1.56159  0.11
H5 -5.54226 3.46034 -3.95352  0.13
H6 -5.02464 2.45725 -2.59929  0.13
O3 -0.15086 -7.54233 -1.32723  0.05
C5 0.04153 -6.29034 -1.32774  -0.43
O4 1.07419 -5.62433 -0.75201  0.01
C6 1.08863 -4.26788 -1.02641  -0.15
C7 -0.45534 -4.05167 -1.20656  -0.14
C8 -0.87792 -5.29921 -1.92241  -0.10
H7 1.62521 -4.22732 -1.97432  0.12
H8 1.57332 -3.74717 -0.20057  0.13
H9 -0.72265 -3.17406 -1.79515  0.11
H10 -0.95589 -3.85763 -0.25793  0.12
H11 -0.71067 -5.30225 -2.99951  0.14
H12 -1.91204 -5.60643 -1.76645  0.13
O5 0.08033 -0.66881 3.59110  0.09
C9 1.14631 -0.07986 3.76314  -0.46
O6 1.94153 0.22572 2.75046  -0.02
C10 3.19453 0.85774 3.20447  -0.10
C11 3.30640 0.53609 4.67775  -0.16
C12 1.90423 0.18692 5.09224  -0.06
H13 3.16021 1.93211 3.02374  0.13
H14 3.88882 0.39915 2.50039  0.13
H15 3.72432 1.39969 5.19510  0.12
H16 3.98634 -0.28813 4.89323  0.12
H17 1.42394 1.06755 5.51872  0.13
H18 1.78142 -0.71940 5.68520  0.13
N1 -3.43100 2.73830 4.77987  0.02
C13 -2.32036 3.35976 5.39123  -0.10
C14 -1.48294 3.76539 4.34725  -0.12
C15 -2.21435 3.65122 3.18732  -0.17
C16 -3.30879 2.94927 3.43469  -0.17
H19 -4.20501 2.22312 5.17434  0.15
H20 -2.24070 3.26961 6.46451  0.10
H21 -0.56268 4.32380 4.25958  0.09
H22 -1.92775 3.99189 2.20336  0.10
H23 -4.01158 2.51717 2.73773  0.11
N2 0.35375 0.53814 0.43058  0.00
C17 0.91623 -0.28428 -0.55657  -0.10
C18 0.43207 0.23904 -1.75254  -0.11
C19 -0.50958 1.23209 -1.39772  -0.13
C20 -0.54178 1.45536 -0.06346  -0.11
H24 0.65078 0.45566 1.39239  0.09
H25 1.63568 -1.04468 -0.29091  0.09
H26 0.68608 -0.25704 -2.67763  0.08
H27 -1.19772 1.71043 -2.07893  0.07
H28 -1.04914 2.02945 0.69773  0.10
N3 3.54612 -2.55664 -4.06448  0.00
C21 4.26762 -3.67757 -3.67620  -0.15
C22 4.45231 -3.70647 -2.32121  -0.09
C23 4.02695 -2.37056 -1.92816  -0.13
C24 3.41608 -1.69323 -2.98607  -0.12
H29 3.10943 -2.42847 -4.96614  0.14
H30 4.63656 -4.32083 -4.46138  0.10
H31 4.73270 -4.44629 -1.58605  0.10
H32 4.10045 -1.97790 -0.92475  0.08
H33 2.94283 -0.72256 -3.00192  0.09

Output
Orbital gap (hartree): 0.3108
Multiplicity: 1
Max |F| (eV Å⁻¹): 4.84
Lowest unoccupied orbital energy (eV): 0.386
Net charge: 0



No. 3
DFT (ωB97M-V/def2-TZVPD) results for C5H9MgO3 as an isolated structure at a distorted geometry.

Last column: Löwdin charge in e.
Cartesian coordinates (Å):
H1 1.52414 0.70536 1.65172  0.07
O1 -1.18170 0.70775 -0.92271  -0.17
O2 0.00427 2.49149 -0.66445  -0.08
C1 0.08702 1.21630 -0.54912  -0.67
O3 1.07648 0.49811 -0.68479  0.13
C2 -1.44859 -0.70478 -0.85798  -0.20
C3 -2.79927 -0.98304 -1.46745  -0.06
H2 -0.64617 -1.22554 -1.39650  0.14
H3 -1.41358 -1.00028 0.19799  0.15
H4 -2.78174 -0.84094 -2.55661  0.09
H5 -3.07015 -2.02703 -1.26328  0.10
H6 -3.57088 -0.33487 -1.03009  0.08
Mg1 -1.79980 2.57773 -1.42094  1.45
C4 2.65319 0.47949 1.87508  -0.10
C5 3.12998 -0.68126 2.31873  -0.09
H7 3.23025 1.40358 1.96066  0.05
H8 3.85743 -0.71668 3.13296  0.05
H9 3.14912 -1.56539 1.67677  0.05

Output
Orbital gap (hartree): 0.1069
Multiplicity: 1
Max |F| (eV Å⁻¹): 5.81
Lowest unoccupied orbital energy (eV): -7.663
Net charge: +1



No. 4
DFT (ωB97M-V/def2-TZVPD) results for one molecule with the formula C18H22ClF2N3O4.

Last column: Löwdin charge in e.
Cartesian coordinates (Å):
C1 4.07948 1.56399 1.20745  -0.03
N1 2.85992 0.76828 1.18955  -0.07
C2 2.92169 -0.46913 0.41994  -0.17
C3 2.62799 -0.27675 -1.06097  -0.17
C4 2.78742 -1.57414 -1.84788  -0.18
C5 2.05194 -1.53970 -3.18597  -0.17
N2 0.61226 -1.52036 -2.97997  0.08
C6 -0.11831 -0.37730 -3.04202  -0.44
O1 0.25719 0.65364 -3.56111  0.10
C7 -1.43055 -0.46706 -2.33923  -0.16
C8 -1.82233 -1.22895 -1.29161  0.07
C9 -3.12673 -0.74718 -0.93685  -0.23
N3 -3.94611 -1.10054 0.06114  0.12
C10 -5.05342 -0.40726 0.13284  -0.73
Cl1 -6.14660 -0.81707 1.42413  0.66
C11 -5.42854 0.63536 -0.73052  -0.08
C12 -4.58051 1.00119 -1.75536  0.04
C13 -3.40441 0.27855 -1.83379  -0.21
O2 -2.37207 0.45486 -2.69523  0.13
C14 1.88456 1.15095 2.05264  -0.39
O3 2.05502 2.08233 2.82648  0.06
C15 0.52105 0.42206 2.08406  -0.45
C16 0.60782 -0.73404 3.07525  0.01
O4 0.14988 -0.14341 0.82950  -0.02
C17 -0.52949 1.44732 2.54940  -0.04
C18 -1.93587 1.06093 2.16600  -0.36
F1 -2.83281 1.75951 2.91676  0.06
F2 -2.16454 1.43344 0.85456  0.04
H1 3.83506 2.61892 1.29457  0.09
H2 4.71938 1.29374 2.05133  0.10
H3 4.62114 1.39234 0.27873  0.09
H4 3.92616 -0.88375 0.55545  0.13
H5 2.22265 -1.19397 0.82619  0.10
H6 1.60923 0.09640 -1.15374  0.09
H7 3.28143 0.49279 -1.48119  0.12
H8 3.84553 -1.78705 -2.02320  0.12
H9 2.39817 -2.41454 -1.26063  0.12
H10 2.30426 -0.64389 -3.75160  0.12
H11 2.31187 -2.40683 -3.79431  0.12
H12 0.19535 -2.31200 -2.51886  0.13
H13 -1.24749 -1.97888 -0.77538  0.13
H14 -6.36848 1.14165 -0.57199  0.10
H15 -4.81379 1.80701 -2.43705  0.13
H16 0.96611 -0.36954 4.03733  0.10
H17 -0.37623 -1.18543 3.20871  0.09
H18 1.28846 -1.50660 2.71895  0.08
H19 -0.25269 0.53799 0.27660  0.10
H20 -0.47687 1.56104 3.63018  0.14
H21 -0.33171 2.43052 2.12072  0.14
H22 -2.18149 0.00053 2.23999  0.15

Output
Orbital gap (hartree): 0.3335
Multiplicity: 1
Max |F| (eV Å⁻¹): 0.06
Lowest unoccupied orbital energy (eV): -0.056
Net charge: 0



No. 5
DFT (ωB97M-V/def2-TZVPD) results for a 2-piece molecular cluster, C5H8O2 overall.

Last column: Löwdin charge in e.
Cartesian coordinates (Å):
C1 -1.36711 1.08122 -0.58518  0.03
C2 -0.37557 0.25616 -0.27821  -0.26
C3 0.38099 0.20373 0.99838  -0.21
O1 1.19904 -0.96535 1.10555  0.00
C4 1.61507 0.04169 0.19813  -0.14
C5 0.80972 -0.29930 -1.08383  -0.25
O2 0.83106 -1.65141 -1.42543  0.00
H1 -1.84187 1.67576 0.19412  0.07
H2 -1.69655 1.23046 -1.60582  0.07
H3 -2.22557 -0.36213 1.10517  0.05
H4 -1.90246 -0.67928 1.69441  0.08
H5 0.19866 0.74807 1.91816  0.15
H6 2.54502 0.58214 0.33148  0.15
H7 1.03190 0.27441 -1.98255  0.15
H8 0.79769 -2.13618 -0.58437  0.10

Output
Orbital gap (hartree): 0.3822
Multiplicity: 1
Max |F| (eV Å⁻¹): 0.60
Lowest unoccupied orbital energy (eV): 0.947
Net charge: 0



HOMO values (in eV) by entry order: -9.03, -8.07, -10.57, -9.13, -9.45.
Relative energy (zero: lowest compared OMol25 entry of this formula, charge and spin) values (in kcal/mol) by entry order: 0.00, 102.68, 70.36, 2.60, 104.17.